The following is a quantum chemistry calculation of 19 unconnected molecules or ions with the total composition C74H132B8F32N15O7, from the Open Molecules 2025 dataset.

Values from the calculation:
gap between HOMO and LUMO	5.2	eV
HOMO	-18.78	eV
electronic energy	-7640.46583	hartree

Structure (ORCA input):
```
! RIJCOSX wB97M-V def2-TZVPD def2/J DEFGRID3
* xyz 7 1
C -0.98 -0.80 4.21
C -2.38 -0.82 3.70
O -2.71 -0.28 2.70
N -3.37 -1.77 4.49
H -2.99 -2.20 5.32
H -4.20 -1.22 4.69
C -3.89 -2.78 3.45
H -1.07 -0.42 5.23
H -0.41 -0.09 3.61
H -0.51 -1.77 4.05
H -4.82 -3.25 3.77
H -3.11 -3.55 3.46
H -4.13 -2.36 2.47
C 2.18 -4.14 5.25
C 2.24 -3.84 3.76
O 1.99 -2.74 3.28
N 2.29 -5.11 2.89
H 2.42 -4.93 1.91
H 3.01 -5.75 3.19
C 0.89 -5.76 2.78
H 3.00 -3.67 5.80
H 2.35 -5.19 5.47
H 1.18 -3.88 5.60
H 1.07 -6.47 1.97
H 0.15 -4.99 2.53
H 0.81 -6.32 3.71
C -3.76 -4.75 -3.29
N -5.09 -4.07 -3.00
C -6.14 -4.22 -3.86
C -7.31 -3.56 -3.53
C -7.41 -2.64 -2.44
C -6.22 -2.46 -1.61
C -5.15 -3.19 -1.93
C -8.68 -1.97 -2.11
C -9.02 -1.50 -0.84
C -10.16 -0.80 -0.53
N -10.92 -0.41 -1.58
C -10.65 -0.76 -2.83
C -9.53 -1.52 -3.15
C -12.15 0.37 -1.37
H -3.64 -5.53 -2.55
H -3.01 -3.95 -3.26
H -3.50 -5.08 -4.30
H -6.12 -5.00 -4.60
H -8.19 -3.80 -4.10
H -6.17 -1.80 -0.76
H -4.22 -3.06 -1.41
H -8.43 -2.07 -0.13
H -10.57 -0.67 0.47
H -11.38 -0.42 -3.56
H -9.27 -1.83 -4.15
H -12.95 -0.09 -1.96
H -12.00 1.39 -1.74
H -12.56 0.52 -0.37
C -3.00 4.14 -4.09
N -2.02 4.89 -3.28
C -2.38 5.96 -2.52
C -1.42 6.55 -1.67
C -0.22 5.99 -1.51
C 0.13 4.89 -2.33
C -0.80 4.32 -3.19
C 0.79 6.73 -0.62
C 1.77 6.00 0.00
C 2.76 6.55 0.75
N 2.68 7.77 1.10
C 1.73 8.61 0.57
C 0.85 8.12 -0.42
C 3.74 8.29 2.00
H -2.48 3.36 -4.65
H -3.45 4.86 -4.77
H -3.62 3.83 -3.25
H -3.37 6.35 -2.73
H -1.73 7.49 -1.23
H 1.11 4.44 -2.20
H -0.53 3.51 -3.85
H 1.75 4.93 -0.16
H 3.58 6.02 1.20
H 1.79 9.58 1.05
H 0.02 8.74 -0.73
H 4.50 8.74 1.35
H 4.00 7.50 2.70
H 3.28 9.08 2.58
C 4.49 -0.32 2.20
N 4.95 -0.12 0.84
C 5.31 -1.20 0.16
C 5.68 -1.21 -1.19
C 5.62 0.02 -1.85
C 5.26 1.21 -1.14
C 4.98 1.12 0.28
C 6.08 0.13 -3.29
C 7.26 -0.48 -3.77
C 7.60 -0.33 -5.10
N 6.87 0.29 -5.96
C 5.85 0.95 -5.55
C 5.35 0.91 -4.25
C 7.23 0.29 -7.41
H 3.42 -0.14 2.22
H 5.04 0.36 2.86
H 4.53 -1.33 2.59
H 5.14 -2.05 0.81
H 5.96 -2.15 -1.64
H 5.16 2.20 -1.56
H 4.79 1.93 0.97
H 8.07 -0.91 -3.19
H 8.47 -0.80 -5.53
H 5.36 1.59 -6.28
H 4.58 1.61 -3.95
H 6.70 0.99 -8.06
H 7.00 -0.73 -7.70
H 8.31 0.46 -7.36
C 0.88 -0.37 -6.69
N 0.81 -1.70 -6.00
C 1.22 -2.79 -6.64
C 1.07 -4.08 -6.03
C 0.42 -4.18 -4.77
C -0.04 -2.98 -4.26
C 0.25 -1.77 -4.84
C 0.40 -5.52 -4.11
C 1.10 -5.76 -2.94
C 1.08 -6.96 -2.17
N 0.16 -7.86 -2.57
C -0.60 -7.71 -3.67
C -0.42 -6.62 -4.50
C 0.10 -9.14 -1.77
H 1.31 -0.51 -7.68
H 1.56 0.33 -6.20
H -0.11 0.07 -6.72
H 1.66 -2.60 -7.60
H 1.46 -4.99 -6.45
H -0.63 -2.89 -3.36
H -0.17 -0.85 -4.46
H 1.90 -5.09 -2.64
H 1.61 -7.19 -1.26
H -1.24 -8.55 -3.91
H -1.03 -6.63 -5.39
H 1.08 -9.36 -1.33
H -0.37 -9.97 -2.31
H -0.57 -9.00 -0.92
C 7.16 -5.74 -4.56
C 6.36 -5.58 -3.30
C 5.03 -4.86 -3.45
O 5.30 -3.48 -3.43
C 4.18 -2.79 -4.04
N 6.13 -6.87 -2.54
H 6.98 -7.18 -2.09
H 5.57 -6.62 -1.74
H 5.74 -7.63 -3.08
H 8.07 -6.33 -4.44
H 7.51 -4.72 -4.74
H 6.71 -6.15 -5.47
H 6.94 -5.08 -2.52
H 4.32 -5.04 -2.64
H 4.53 -5.32 -4.30
H 4.34 -1.72 -4.11
H 3.27 -2.90 -3.45
H 4.15 -3.13 -5.07
C -1.61 0.05 -0.26
C -0.30 0.35 0.47
C 0.62 -0.79 0.55
O 1.21 -1.20 -0.72
C 1.92 -2.45 -0.74
N 0.41 1.59 -0.11
H 0.87 1.12 -0.88
H -0.23 2.22 -0.58
H 1.09 1.99 0.52
H -1.40 -0.46 -1.20
H -2.21 0.90 -0.59
H -2.24 -0.63 0.32
H -0.66 0.75 1.42
H -0.02 -1.63 0.82
H 1.36 -0.68 1.34
H 2.88 -2.25 -1.22
H 1.39 -3.12 -1.42
H 2.07 -2.82 0.27
C 5.07 4.15 5.44
C 3.94 3.68 6.44
C 3.06 4.85 6.86
O 2.10 4.44 7.80
C 1.24 5.45 8.27
N 3.12 2.50 5.90
H 2.26 2.60 6.42
H 2.87 2.44 4.92
H 3.58 1.62 6.09
H 5.68 4.90 5.94
H 4.77 4.38 4.42
H 5.75 3.31 5.34
H 4.46 3.39 7.35
H 2.57 5.23 5.96
H 3.62 5.69 7.26
H 1.73 6.31 8.72
H 0.74 4.92 9.08
H 0.46 5.70 7.55
C -0.64 6.27 3.56
C -1.48 5.31 4.46
C -3.01 5.34 4.30
O -3.67 4.06 4.50
C -4.69 4.07 5.52
N -0.90 3.92 4.05
H -1.47 3.50 3.33
H 0.05 3.92 3.72
H -0.89 3.24 4.80
H -0.80 7.33 3.77
H -0.84 5.99 2.53
H 0.43 6.07 3.60
H -0.96 5.44 5.41
H -3.12 5.56 3.24
H -3.31 6.25 4.82
H -5.52 4.75 5.30
H -4.22 4.43 6.44
H -5.13 3.08 5.56
C -6.88 1.61 2.65
C -5.97 2.02 1.45
C -6.82 2.10 0.13
O -5.96 2.51 -0.97
C -5.11 1.45 -1.51
N -5.28 3.34 1.55
H -4.83 3.37 2.46
H -4.53 3.45 0.88
H -5.88 4.15 1.50
H -7.60 2.37 2.95
H -6.40 1.37 3.60
H -7.57 0.78 2.45
H -5.11 1.35 1.51
H -7.58 2.84 0.36
H -7.36 1.20 -0.16
H -4.30 1.83 -2.14
H -5.73 0.82 -2.14
H -4.60 0.72 -0.89
B -3.36 -0.12 -4.30
F -2.75 -1.21 -4.80
F -2.63 0.30 -3.20
F -3.41 0.86 -5.23
F -4.62 -0.41 -3.78
B -2.08 3.76 0.58
F -1.96 3.43 -0.77
F -2.81 4.83 0.88
F -2.50 2.61 1.13
F -0.77 4.05 1.02
B 2.54 3.20 2.45
F 3.74 2.80 3.11
F 2.06 4.46 2.76
F 2.60 2.89 1.10
F 1.50 2.41 3.00
B 4.49 -4.82 0.15
F 4.71 -3.82 -0.80
F 5.15 -5.89 -0.12
F 5.00 -4.38 1.31
F 3.16 -5.08 0.35
B 1.80 1.14 -3.33
F 0.42 0.90 -3.02
F 1.96 1.88 -4.50
F 2.26 2.02 -2.45
F 2.58 -0.03 -3.42
B 4.89 -0.57 6.30
F 4.87 0.50 7.17
F 5.80 -0.46 5.44
F 5.01 -1.74 7.04
F 3.65 -0.50 5.67
B -0.54 1.93 6.55
F -1.54 1.92 5.65
F -0.94 1.14 7.67
F 0.57 1.36 5.93
F -0.28 3.23 6.99
B -1.57 -4.76 0.07
F -0.43 -4.06 0.45
F -2.19 -4.02 -0.96
F -1.16 -6.03 -0.37
F -2.37 -4.80 1.15
*
```



The following is a quantum chemistry calculation of a molecular structure, C33H27F3N2O2P2PtS2, from the Open Molecules 2025 dataset.

Values from the calculation:
gap between HOMO and LUMO	7.3	eV
energy above the lowest of the compared OMol25 structures with the same formula, charge and spin	18.3	kcal/mol
HOMO	-14.43	eV
electronic energy	-3431.17954	hartree

Structure (ORCA input):
```
! RIJCOSX wB97M-V def2-TZVPD def2/J DEFGRID3
* xyz 2 1
Pt 1.94 0.63 0.20
C -2.02 2.21 0.39
N -1.20 1.10 -0.21
P 0.31 1.44 -1.14
C 0.21 0.44 -2.64
C 1.39 -0.15 -3.09
C 1.41 -0.87 -4.27
C 0.24 -1.02 -5.01
C -0.94 -0.44 -4.56
C -0.96 0.29 -3.39
C -0.01 3.14 -1.70
C 0.91 4.19 -1.67
C 0.62 5.40 -2.28
C -0.58 5.59 -2.94
C -1.51 4.55 -2.98
C -1.22 3.34 -2.37
P -1.10 -0.20 0.82
C -2.75 -0.71 1.25
C -3.04 -1.32 2.47
C -4.32 -1.78 2.71
C -5.31 -1.64 1.74
C -5.02 -1.03 0.52
C -3.74 -0.56 0.27
C -0.21 -1.44 -0.07
C -0.86 -1.98 -1.19
C -0.20 -2.90 -1.97
C 1.11 -3.27 -1.69
C 1.77 -2.73 -0.60
C 1.09 -1.82 0.21
H -1.58 3.17 0.18
H -2.06 2.11 1.48
H -3.03 2.17 0.00
H 2.31 -0.04 -2.52
H 2.34 -1.30 -4.62
H 0.26 -1.58 -5.94
H -1.85 -0.56 -5.13
H -1.89 0.73 -3.06
H 1.85 4.10 -1.17
H 1.34 6.20 -2.24
H -0.80 6.53 -3.42
H -2.46 4.68 -3.48
H -1.97 2.56 -2.42
H -2.28 -1.43 3.23
H -4.56 -2.25 3.65
H -6.31 -1.99 1.94
H -5.79 -0.92 -0.22
H -3.52 -0.08 -0.67
H -1.87 -1.69 -1.44
H -0.70 -3.33 -2.83
H 1.61 -3.99 -2.32
H 2.79 -3.01 -0.36
H 1.54 -1.54 1.16
O 3.84 -0.98 1.38
S 3.80 -0.45 2.73
O 4.92 0.20 3.30
N 2.40 0.56 2.55
C 1.40 -0.09 3.03
S -0.30 0.48 2.69
C 1.65 -1.27 3.86
C 0.79 -2.01 4.64
C 1.32 -3.08 5.36
C 2.68 -3.39 5.29
C 3.55 -2.64 4.51
C 3.01 -1.59 3.81
H -0.26 -1.75 4.73
H 0.68 -3.67 6.00
H 3.06 -4.22 5.86
H 4.61 -2.87 4.46
F 4.32 1.78 0.27
C 3.11 2.18 -0.15
F 3.23 2.48 -1.45
F 2.80 3.30 0.52
*
```



The following is a quantum chemistry calculation of C16H19N2O5P in the gas phase, from the Open Molecules 2025 dataset.

Values from the calculation:
gap between HOMO and LUMO	7.8	eV
energy above the lowest of the compared OMol25 structures with the same formula, charge and spin	51.9	kcal/mol
HOMO	-8.95	eV
electronic energy	-1448.03330	hartree
SMILES	CNCc1c(O)c(CC(=O)N(C)C)c([PH2]=O)c2c1C(=O)C=CC2=O

Structure (ORCA input):
```
! RIJCOSX wB97M-V def2-TZVPD def2/J DEFGRID3
* xyz 0 1
C -4.98 -1.86 -2.03
N -4.01 -0.81 -1.66
C -3.24 -1.11 -0.44
C -1.73 -0.75 -0.51
C -1.17 -0.03 0.65
O -1.99 0.32 1.74
C 0.24 0.34 0.76
C 0.71 1.06 2.06
C 1.50 2.40 1.85
O 1.44 3.09 0.87
N 2.42 2.79 2.93
C 1.87 2.40 4.26
C 3.70 1.99 2.82
C 1.15 -0.03 -0.34
P 2.97 0.33 -0.34
O 3.74 -0.82 0.26
C 0.63 -0.75 -1.51
C -0.81 -1.10 -1.58
C -1.31 -1.89 -2.83
O -2.21 -2.70 -2.81
C -0.53 -1.61 -4.15
C 0.78 -1.27 -4.09
C 1.49 -1.22 -2.70
O 2.64 -1.59 -2.64
H -4.81 -2.84 -1.52
H -4.95 -2.06 -3.13
H -6.02 -1.54 -1.80
H -3.43 -0.52 -2.44
H -3.76 -0.56 0.40
H -3.31 -2.20 -0.15
H -2.44 -0.51 1.97
H 1.36 0.32 2.62
H -0.13 1.29 2.76
H 2.47 2.89 5.07
H 0.81 2.72 4.41
H 1.95 1.29 4.47
H 3.48 1.03 2.26
H 4.51 2.57 2.32
H 4.05 1.66 3.83
H 3.31 1.56 0.28
H 3.36 0.46 -1.71
H -1.04 -1.69 -5.14
H 1.30 -1.06 -5.05
*
```



The following is a quantum chemistry calculation of HNO2 in the gas phase, from the Open Molecules 2025 dataset.

Values from the calculation:
gap between HOMO and LUMO	10.4	eV
energy above the lowest of the compared OMol25 structures with the same formula, charge and spin	14.2	kcal/mol
HOMO	-11.03	eV
electronic energy	-205.72039	hartree
SMILES	O=NO

Structure (ORCA input):
```
! RIJCOSX wB97M-V def2-TZVPD def2/J DEFGRID3
* xyz 0 1
O 0.43 0.24 1.47
N -0.06 -0.42 0.63
O 0.05 0.33 -0.77
H -0.42 -0.15 -1.33
*
```



The following is a quantum chemistry calculation of 2 unconnected molecules or ions with the total composition C19H24NO6, from the Open Molecules 2025 dataset.

Values from the calculation:
gap between HOMO and LUMO	5.1	eV
HOMO	-2.99	eV
electronic energy	-1244.50550	hartree

Structure (ORCA input):
```
! RIJCOSX wB97M-V def2-TZVPD def2/J DEFGRID3
* xyz -1 1
C -0.80 4.58 -0.47
C -0.19 3.33 0.10
O -0.29 2.33 -0.93
C 0.31 1.16 -0.66
C 0.20 0.22 -1.80
C 0.83 -1.06 -1.62
O 0.99 -1.58 -0.51
C 1.30 -1.82 -2.89
C 0.16 -2.40 -3.71
C -0.83 -1.37 -4.24
C -0.26 0.04 -4.39
C -0.04 0.86 -3.12
O 0.92 1.00 0.39
H -0.85 5.35 0.31
H -0.20 4.96 -1.29
H -1.81 4.38 -0.84
H 0.86 3.50 0.36
H -0.75 2.99 0.99
H 1.92 -1.15 -3.50
H 1.94 -2.65 -2.56
H 0.60 -2.95 -4.55
H -0.37 -3.15 -3.11
H -1.17 -1.72 -5.23
H -1.72 -1.37 -3.60
H 0.70 -0.01 -4.92
H -0.93 0.62 -5.03
H -0.87 1.57 -3.01
H 0.86 1.48 -3.31
C 3.38 -1.00 5.24
O 2.56 -1.98 4.57
C 1.45 -1.61 3.90
C 0.70 -2.66 3.31
C -0.34 -2.36 2.46
C -0.72 -1.02 2.19
C -1.79 -0.69 1.27
C -2.54 0.44 1.35
N -3.67 0.59 0.55
O -4.23 1.70 0.39
O -4.09 -0.47 0.00
C -0.04 0.00 2.90
C 1.02 -0.27 3.75
H 4.16 -1.60 5.71
H 3.83 -0.30 4.52
H 2.82 -0.45 6.00
H 1.01 -3.68 3.52
H -0.89 -3.16 1.96
H -2.04 -1.46 0.56
H -2.28 1.27 1.99
H -0.32 1.03 2.73
H 1.53 0.54 4.26
*
```



The following is a quantum chemistry calculation of C22H23N3O3S in the gas phase, from the Open Molecules 2025 dataset.

Values from the calculation:
gap between HOMO and LUMO	9.2	eV
energy above the lowest of the compared OMol25 structures with the same formula, charge and spin	35.3	kcal/mol
HOMO	-8.59	eV
electronic energy	-1640.33098	hartree
SMILES	CCc1ccc(N(CC(=O)NCc2cccnc2)S(=O)(=O)c2ccccc2)cc1

Structure (ORCA input):
```
! RIJCOSX wB97M-V def2-TZVPD def2/J DEFGRID3
* xyz 0 1
C -5.80 -1.75 0.32
C -5.81 -0.25 0.59
C -4.46 0.34 0.30
C -4.13 0.77 -0.98
C -2.88 1.27 -1.27
C -1.91 1.32 -0.27
N -0.63 1.81 -0.61
C 0.14 2.58 0.34
C 1.19 1.74 1.08
O 0.90 0.75 1.72
N 2.44 2.24 1.00
C 3.57 1.58 1.61
C 4.27 0.62 0.68
C 4.65 1.00 -0.60
C 5.26 0.07 -1.42
C 5.47 -1.21 -0.93
N 5.12 -1.58 0.29
C 4.54 -0.69 1.07
S 0.27 0.90 -1.70
O -0.45 0.85 -2.94
O 1.58 1.49 -1.70
C 0.34 -0.75 -1.01
C -0.80 -1.52 -0.93
C -0.73 -2.77 -0.35
C 0.48 -3.25 0.13
C 1.63 -2.47 0.03
C 1.55 -1.22 -0.55
C -2.21 0.88 1.01
C -3.48 0.40 1.28
H -6.78 -2.18 0.53
H -5.07 -2.25 0.95
H -5.56 -1.95 -0.72
H -6.07 -0.07 1.63
H -6.56 0.23 -0.04
H -4.88 0.73 -1.76
H -2.62 1.60 -2.26
H 0.62 3.39 -0.20
H -0.55 3.00 1.08
H 2.64 2.89 0.25
H 4.27 2.34 1.96
H 3.18 1.03 2.48
H 4.47 2.00 -0.96
H 5.56 0.33 -2.42
H 5.93 -1.98 -1.53
H 4.26 -1.04 2.06
H -1.73 -1.14 -1.33
H -1.62 -3.38 -0.28
H 0.53 -4.22 0.59
H 2.58 -2.84 0.39
H 2.42 -0.59 -0.65
H -1.46 0.89 1.78
H -3.71 0.06 2.28
*
```